Record 1
A structure of composition C33H37BrIN3O8PSTi at a distorted geometry. Source: the Open Molecules 2025 dataset; level of theory: ωB97M-V/def2-TZVPD.

Values from the calculation:
- HOMO level (alpha / beta): -4.29 / -5.45 eV
- 2S+1: 3
- Net charge: -1
- E_LUMO (alpha / beta): 2.118 / 2.031 eV
- HOMO-LUMO gap (alpha / beta): 6.4 / 7.5 eV

Structure (XYZ):
```
86
C33H37BrIN3O8PSTi (ωB97M-V/def2-TZVPD)
Ti -0.32065 -0.32127 0.15652
O 2.40952 1.97739 -0.99017
S 2.91698 0.69273 -0.61623
O 4.10088 0.66202 0.21305
N 1.74542 -0.30949 -0.04491
C 2.16217 -1.65747 -0.05530
C 3.40376 -2.15053 0.24689
C 3.65338 -3.54456 0.16369
C 2.69752 -4.42078 -0.24517
C 1.43011 -3.92630 -0.64220
C 0.41075 -4.72093 -1.19035
C -0.69867 -4.12278 -1.69470
C -0.83470 -2.73113 -1.59576
N 0.02389 -1.96899 -0.99461
C 1.17618 -2.54768 -0.54773
C 3.34700 -0.09973 -2.16473
C 4.68233 -0.20464 -2.52920
C 5.00572 -0.66271 -3.80206
C 3.99736 -1.00735 -4.69497
C 2.66286 -0.89860 -4.31921
C 2.33029 -0.43931 -3.05426
H 4.18193 -1.47345 0.56168
H 4.63669 -3.91454 0.42911
H 2.89717 -5.48568 -0.30564
H 0.53138 -5.79999 -1.22729
H -1.49852 -4.69830 -2.14472
H -1.69943 -2.23378 -2.00069
H 5.44667 0.06567 -1.80804
H 6.04657 -0.74316 -4.09873
H 4.25263 -1.35758 -5.68965
H 1.87482 -1.15651 -5.01833
H 1.28869 -0.33450 -2.76653
O -1.30875 -0.08361 -3.31727
C -2.07139 0.27991 -2.43179
C -3.40911 0.97299 -2.68269
C -3.97001 1.23460 -1.28336
C -2.84548 0.79091 -0.36200
O -2.78733 0.97541 0.83833
N -1.87302 0.11921 -1.08212
H -4.03242 0.31699 -3.29090
H -3.22867 1.88206 -3.25786
H -4.84535 0.62547 -1.05447
H -4.22627 2.27360 -1.08282
Br -3.83387 -5.82454 1.42069
C -4.59436 -4.52803 0.24047
C -5.86460 -4.75937 -0.27507
C -6.41171 -3.83535 -1.15800
C -5.69003 -2.70180 -1.52559
C -4.42168 -2.48517 -0.99273
C -3.88892 -3.40819 -0.10976
I -1.86806 -2.21084 1.56989
H -6.41382 -5.65078 0.00523
H -7.40352 -4.00223 -1.55812
H -6.11902 -1.98674 -2.22124
H -3.85298 -1.59915 -1.26216
C -1.46646 4.94521 2.98500
C -0.97503 4.18038 1.77255
C -2.07625 4.09610 0.72109
C 0.27704 4.83858 1.19838
O -0.69847 2.83833 2.29629
P 0.18254 1.73150 1.58484
O -0.14285 0.35624 2.11795
O -0.09938 1.70534 0.09628
O 1.66872 2.13884 1.94922
C 2.34215 1.88593 3.25154
C 3.53853 2.81668 3.20489
C 1.45512 2.22741 4.45009
C 2.79211 0.42953 3.34280
H -1.73226 5.96732 2.70164
H -0.68790 4.98286 3.75200
H -2.34403 4.44896 3.40430
H -2.39754 5.10772 0.45141
H -2.92562 3.53338 1.11627
H -1.71000 3.58553 -0.17133
H 0.00477 5.81145 0.78243
H 0.71972 4.23752 0.40209
H 1.03304 4.98665 1.97530
H 3.20895 3.86036 3.19877
H 4.10877 2.62348 2.29665
H 4.17474 2.64719 4.07815
H 1.15398 3.27807 4.43340
H 2.02232 2.03648 5.36433
H 0.55663 1.60931 4.46964
H 3.47851 0.19131 2.53003
H 1.93498 -0.24061 3.28968
H 3.30286 0.28150 4.29791
```



Record 2
A structure of composition C33H37ClFeO2Si2 at a distorted geometry. Source: the Open Molecules 2025 dataset; level of theory: ωB97M-V/def2-TZVPD.

Values from the calculation:
- HOMO level (alpha / beta): -10.54 / -10.74 eV
- 2S+1: 6
- Net charge: +1
- E_LUMO (alpha / beta): -2.161 / -5.048 eV
- HOMO-LUMO gap (alpha / beta): 8.4 / 5.7 eV

Structure (XYZ):
```
76
C33H37ClFeO2Si2 (ωB97M-V/def2-TZVPD)
C 3.68613 3.87130 1.42036
C 3.89625 2.74878 0.56107
C 3.03077 2.90258 -0.58630
H 4.62129 1.95793 0.69575
C 2.34345 4.14754 -0.44730
C 2.75593 4.74730 0.77866
H 2.46063 5.74173 1.10652
H 4.20120 4.07186 2.36109
H 2.97243 2.25453 -1.45059
H 1.64874 4.57493 -1.16282
Fe 1.72736 2.57464 1.13410
Si -3.56655 -2.18155 0.10557
C -3.02687 -3.94376 -0.15135
C -3.84398 -5.06307 0.09300
H -4.85530 -4.92724 0.48551
C -3.37766 -6.35821 -0.17912
H -4.03189 -7.22129 -0.01221
C -2.08544 -6.54915 -0.68264
H -1.72459 -7.55525 -0.90148
C -1.26430 -5.44404 -0.93254
H -0.26675 -5.58702 -1.35359
C -1.73743 -4.15654 -0.66946
H -1.10211 -3.29582 -0.88335
C -4.59894 -1.69659 -1.34965
C -4.47288 -2.38970 -2.56788
H -3.95291 -3.34866 -2.58782
C -4.98331 -1.86133 -3.76065
H -4.83755 -2.39207 -4.70532
C -5.68752 -0.65405 -3.74406
H -6.03819 -0.20413 -4.67566
C -5.97520 -0.04747 -2.51392
H -6.61045 0.84440 -2.48636
C -5.45931 -0.58204 -1.32583
H -5.71204 -0.12250 -0.36831
H -2.30403 -1.39895 -0.06032
Si 0.52892 0.69109 0.44177
C -0.18028 1.47404 -1.11016
C 0.14298 0.94864 -2.36161
H 0.70984 0.02203 -2.42009
C -0.26058 1.61668 -3.51908
H -0.05147 1.18068 -4.49645
C -0.98119 2.80581 -3.41791
H -1.35886 3.29909 -4.31305
C -1.29028 3.34832 -2.16596
H -1.86122 4.27809 -2.07510
C -0.92570 2.65851 -1.00927
H -1.19324 3.03351 -0.01802
C 1.58004 -0.80062 0.06545
C 2.91173 -0.65653 -0.32946
H 3.35932 0.33117 -0.25908
C 3.62940 -1.75394 -0.79613
H 4.62714 -1.59874 -1.19946
C 3.02844 -3.01313 -0.81942
H 3.53367 -3.84400 -1.30451
C 1.74840 -3.18818 -0.28876
H 1.27832 -4.17210 -0.30712
C 1.03578 -2.08226 0.18249
H 0.04853 -2.18920 0.63061
H -4.07825 -1.87915 1.49974
Cl -0.95198 0.12497 1.73551
C 4.75046 0.94694 3.11018
O 3.33817 0.84225 2.81371
C 2.54168 0.98107 4.01564
C 2.12909 2.39367 4.26774
O 1.53152 2.95811 3.03873
C 1.17728 4.35352 3.29447
H 5.27218 0.73266 2.17432
H 5.00866 1.95882 3.47014
H 5.04594 0.20840 3.87269
H 1.65878 0.35480 3.85882
H 3.09623 0.63208 4.89441
H 1.34234 2.43771 5.02772
H 2.98931 3.00722 4.57528
H 0.39676 4.38809 4.07358
H 2.07094 4.92521 3.62896
H 0.79222 4.78757 2.35559
```



Record 3
A structure of composition C33H37ClO2PdSi2 at a distorted geometry. Source: the Open Molecules 2025 dataset; level of theory: ωB97M-V/def2-TZVPD.

Values from the calculation:
- HOMO level (alpha / beta): -12.52 / -12.52 eV
- 2S+1: 5
- Net charge: +2
- E_LUMO (alpha / beta): -6.312 / -10.615 eV
- HOMO-LUMO gap (alpha / beta): 6.2 / 1.9 eV

Structure (XYZ):
```
76
C33H37ClO2PdSi2 (ωB97M-V/def2-TZVPD)
C 5.87398 1.65163 0.93887
C 5.09223 2.13631 -0.13787
C 3.85961 2.58968 0.38398
H 5.38637 2.15530 -1.17423
C 3.87429 2.38726 1.78431
C 5.11760 1.80869 2.12338
H 5.43377 1.53080 3.11483
H 6.86814 1.24184 0.86912
H 3.05039 3.02321 -0.17688
H 3.06291 2.60760 2.45673
Pd 4.00637 0.35124 0.76876
Si -4.75862 -2.75093 0.36234
C -4.94143 -2.50925 -1.48475
C -5.89157 -3.22568 -2.21550
H -6.55089 -3.91934 -1.70752
C -6.01290 -3.05935 -3.58812
H -6.75675 -3.62217 -4.13694
C -5.18409 -2.16838 -4.25430
H -5.27831 -2.03540 -5.32427
C -4.23661 -1.44384 -3.54365
H -3.59105 -0.74468 -4.05925
C -4.11827 -1.61327 -2.17272
H -3.38258 -1.03207 -1.62980
C -5.34567 -1.23471 1.28963
C -5.93525 -0.16547 0.60933
H -6.03084 -0.20049 -0.46920
C -6.38986 0.95181 1.29295
H -6.84265 1.77057 0.74888
C -6.26210 1.02152 2.67374
H -6.61524 1.89394 3.20794
C -5.67591 -0.02827 3.36577
H -5.56891 0.02386 4.44130
C -5.22154 -1.14463 2.67771
H -4.75865 -1.95337 3.23073
H -3.34177 -2.99630 0.74654
Si 1.59335 0.19081 0.20795
C 0.51068 1.35123 1.24135
C -0.28201 2.32054 0.62150
H -0.39758 2.30820 -0.45544
C -0.94394 3.29299 1.35967
H -1.55690 4.02913 0.85448
C -0.83475 3.31270 2.74231
H -1.35255 4.06756 3.32033
C -0.05587 2.35442 3.37920
H 0.02612 2.35510 4.45914
C 0.60956 1.39290 2.63478
H 1.20631 0.64999 3.14835
C 1.08333 0.56238 -1.58473
C 1.78944 1.51102 -2.32588
H 2.65240 1.99229 -1.88063
C 1.42191 1.83927 -3.62453
H 1.98610 2.57968 -4.17831
C 0.33193 1.21409 -4.21218
H 0.04167 1.46246 -5.22521
C -0.38579 0.26722 -3.49189
H -1.23782 -0.22389 -3.94499
C -0.01486 -0.04928 -2.19360
H -0.58223 -0.78936 -1.64368
H -5.53889 -3.96136 0.73894
Cl 0.63511 -1.75520 0.54666
C 4.59730 -1.15140 3.00145
O 3.96334 -1.34304 1.75817
C 4.70648 -2.23368 0.97474
C 4.12845 -2.15383 -0.41800
O 4.14685 -0.80657 -0.86860
C 5.36975 -0.54790 -1.53628
H 4.01720 -0.40689 3.58420
H 5.64552 -0.79720 2.89031
H 4.57969 -2.09403 3.59129
H 5.78557 -1.95734 0.93112
H 4.59236 -3.27479 1.35116
H 4.65474 -2.87147 -1.08886
H 3.07844 -2.50078 -0.40439
H 5.67134 -1.36801 -2.22583
H 6.19508 -0.36921 -0.81961
H 5.22897 0.30356 -2.22631
```



One value per record, in order, for energy relative to the best compared isomer or geometry (same formula, charge and spin): 1.072, 0.000, 0.000 eV.